(1)
{"formula": "C8H20ClIN2OPSTm", "method": "the ωB97M-V functional and the def2-TZVPD basis", "species": ["C", "I", "H", "H", "H", "Tm", "P", "C", "C", "H", "H", "H", "C", "H", "H", "H", "H", "H", "H", "C", "O", "Cl", "C", "N", "C", "S", "N", "C", "H", "H", "H", "H", "H", "H", "H", "H"], "positions_angstrom": [[-0.948, -1.296, -1.997], [0.312, -1.073, 0.880], [-0.557, -0.190, -2.053], [-2.046, -1.182, -1.973], [-0.575, -1.789, -2.904], [-0.019, 1.658, -0.907], [2.120, -0.061, -1.831], [2.686, -1.799, -1.695], [2.306, 0.109, -3.644], [3.454, 1.847, -1.153], [4.461, 0.557, -1.907], [3.861, 0.382, -0.208], [3.632, 0.765, -1.212], [1.988, 1.104, -3.966], [3.358, -0.036, -3.922], [3.631, -1.912, -2.249], [1.955, -2.504, -2.108], [1.681, -0.629, -4.161], [2.868, -2.075, -0.654], [-0.520, -2.186, -0.865], [-0.631, -3.388, -0.874], [0.769, 3.745, -1.875], [-3.460, -0.441, 3.528], [-2.871, -0.253, 2.195], [-2.467, 0.927, 1.705], [-2.470, 1.155, -0.043], [-2.036, 1.883, 2.550], [-1.310, 1.617, 3.805], [-3.873, 0.498, 3.911], [-2.729, -0.821, 4.258], [-4.276, -1.177, 3.453], [-3.166, -0.929, 1.493], [-1.789, 2.749, 2.070], [-0.441, 2.286, 3.789], [-1.971, 1.879, 4.648], [-0.930, 0.582, 3.916]], "lowdin_spin": [0.000, -0.001, 0.000, 0.000, 0.000, 2.010, -0.001, 0.000, 0.001, 0.000, 0.000, 0.000, 0.000, 0.000, 0.000, 0.000, 0.000, 0.000, 0.000, 0.000, 0.000, -0.005, 0.000, -0.001, 0.000, -0.002, 0.000, 0.000, 0.000, 0.000, 0.000, 0.000, 0.000, 0.000, 0.000, 0.000], "total_energy_ha": -3083.68880, "e_above_lowest_kcal_mol": 0.0, "homo_lumo_gap_ev": [8.07, 8.16], "multiplicity": 3, "charge": 2, "fmax_ev_per_a": 3.89, "s2": 2.002}

=====

(2)
{"formula": "C8H20ClO4", "method": "the ωB97M-V functional and the def2-TZVPD basis", "species": ["Cl", "C", "O", "C", "C", "O", "C", "H", "H", "H", "H", "H", "H", "H", "H", "H", "H", "C", "O", "C", "C", "O", "C", "H", "H", "H", "H", "H", "H", "H", "H", "H", "H"], "positions_angstrom": [[1.880, 0.481, 2.232], [1.107, 0.476, -1.156], [0.778, 0.108, -2.499], [0.507, -1.313, -2.572], [0.034, -1.578, -3.783], [-0.634, -2.852, -3.845], [-1.188, -3.201, -5.162], [1.366, 1.463, -1.057], [2.061, -0.006, -0.721], [0.062, 0.378, -0.670], [-0.420, -1.558, -1.847], [1.334, -1.811, -2.324], [0.686, -1.450, -4.560], [-0.778, -0.893, -4.132], [-0.426, -2.870, -5.692], [-2.073, -2.600, -5.241], [-1.403, -4.237, -5.088], [0.126, -1.112, 2.931], [0.183, 0.289, 2.766], [0.212, 1.050, 3.846], [0.177, 2.314, 3.568], [-1.084, 2.774, 3.217], [-1.237, 3.308, 1.888], [-0.703, -1.293, 3.569], [0.939, -1.286, 3.483], [0.141, -1.889, 2.051], [1.183, 0.885, 4.347], [-0.574, 0.742, 4.655], [0.898, 2.824, 2.890], [0.367, 3.069, 4.475], [-0.797, 2.613, 1.259], [-0.530, 3.986, 1.691], [-2.186, 3.173, 1.484]], "mulliken_charge": [-0.983, -0.645, -0.408, -0.260, -0.545, -0.366, -0.752, 0.390, 0.262, 0.203, 0.189, 0.333, 0.435, 0.262, 0.362, 0.264, 0.229, -0.884, -0.187, -0.873, -0.119, -0.373, -1.045, 0.382, 0.470, 0.182, 0.429, 0.220, 0.394, 0.236, 0.207, 0.581, 0.409], "total_energy_ha": -1077.52048, "e_above_lowest_kcal_mol": 270.5, "homo_lumo_gap_ev": 3.25, "charge": -1, "fmax_ev_per_a": 15.83}

=====

(3)
{"formula": "C8H20F24K3O4P4", "method": "the ωB97M-V functional and the def2-TZVPD basis", "species": ["K", "K", "K", "P", "F", "F", "F", "F", "F", "F", "P", "F", "F", "F", "F", "F", "F", "P", "F", "F", "F", "F", "F", "F", "P", "F", "F", "F", "F", "F", "F", "C", "O", "C", "C", "O", "C", "H", "H", "H", "H", "H", "H", "H", "H", "H", "H", "C", "O", "C", "C", "O", "C", "H", "H", "H", "H", "H", "H", "H", "H", "H", "H"], "positions_angstrom": [[3.051, -1.729, 1.315], [3.431, 2.772, -2.340], [3.596, 2.644, 3.272], [1.223, 1.763, 0.702], [1.422, 1.359, -0.878], [2.697, 1.070, 1.127], [2.065, 3.130, 0.433], [1.079, 2.234, 2.252], [-0.140, 2.415, 0.319], [0.562, 0.355, 1.048], [0.274, -2.809, 3.749], [1.202, -1.562, 3.244], [-0.982, -2.174, 3.025], [0.689, -3.563, 2.343], [-0.569, -4.100, 4.194], [1.606, -3.471, 4.434], [-0.063, -2.103, 5.137], [-2.825, 4.467, 2.868], [-3.034, 4.313, 4.482], [-1.310, 3.904, 2.986], [-3.335, 2.945, 2.659], [-2.652, 4.705, 1.282], [-4.355, 4.996, 2.702], [-2.296, 5.983, 3.108], [2.112, 6.364, -1.914], [2.601, 7.847, -2.295], [2.445, 6.593, -0.371], [0.621, 6.865, -1.734], [1.645, 4.834, -1.630], [1.864, 6.073, -3.503], [3.660, 5.803, -2.104], [3.430, -5.117, 2.587], [3.535, -4.768, 1.224], [2.469, -5.267, 0.411], [2.492, -4.494, -0.886], [1.980, -3.196, -0.676], [1.764, -2.452, -1.862], [3.855, -6.124, 2.765], [2.417, -5.205, 2.977], [4.036, -4.433, 3.177], [1.508, -5.118, 0.906], [2.678, -6.318, 0.183], [1.896, -5.043, -1.626], [3.530, -4.420, -1.244], [0.758, -2.671, -2.251], [2.461, -2.787, -2.636], [1.717, -1.390, -1.626], [-5.575, -1.871, -2.343], [-4.913, -0.627, -2.511], [-3.724, -0.644, -3.277], [-2.516, -0.354, -2.355], [-2.649, 0.840, -1.660], [-2.300, 1.981, -2.381], [-4.915, -2.599, -1.864], [-6.035, -2.255, -3.259], [-6.376, -1.604, -1.653], [-3.773, 0.187, -3.983], [-3.550, -1.621, -3.740], [-1.631, -0.311, -3.020], [-2.420, -1.195, -1.666], [-2.270, 2.819, -1.684], [-2.920, 2.222, -3.248], [-1.241, 1.914, -2.692]], "mulliken_charge": [0.899, 0.990, 0.999, 1.476, -0.457, -0.453, -0.389, -0.448, -0.354, -0.384, 1.273, -0.434, -0.345, -0.357, -0.384, -0.369, -0.353, 1.202, -0.390, -0.318, -0.354, -0.353, -0.384, -0.386, 1.211, -0.350, -0.333, -0.353, -0.374, -0.369, -0.410, -0.753, -0.364, -0.378, -0.714, -0.112, -0.645, 0.311, 0.338, 0.242, 0.278, 0.366, 0.385, 0.377, 0.271, 0.357, 0.069, -0.706, -0.293, -0.697, -0.308, -0.259, -0.616, 0.314, 0.272, 0.238, 0.312, 0.416, 0.285, 0.336, 0.268, 0.279, 0.182], "total_energy_ha": -6180.81833, "homo_lumo_gap_ev": 6.59, "charge": -1, "fmax_ev_per_a": 2.35}

=====

(4)
{"formula": "C8H20N2O2S", "method": "the ωB97M-V functional and the def2-TZVPD basis", "species": ["C", "C", "C", "C", "C", "C", "C", "C", "H", "H", "H", "H", "H", "H", "H", "H", "H", "H", "H", "H", "H", "H", "H", "H", "H", "H", "H", "H", "N", "N", "O", "O", "S"], "positions_angstrom": [[-1.842, 2.847, 0.060], [-3.222, 2.182, -0.210], [-3.336, 0.603, 0.528], [-2.477, -0.348, -0.335], [1.492, 0.454, -0.334], [2.771, -0.168, 0.170], [3.744, 0.839, 0.690], [4.090, 1.914, -0.371], [-1.086, 2.480, -0.502], [-1.789, 2.829, 1.155], [-1.999, 3.932, -0.138], [-3.984, 3.079, 0.229], [-3.351, 2.169, -1.284], [-3.071, 0.612, 1.595], [-4.430, 0.175, 0.307], [-3.150, -1.323, -0.289], [-2.359, 0.020, -1.377], [-1.445, -0.866, 1.472], [0.795, -0.953, -1.945], [1.685, 1.185, -1.316], [0.920, 0.863, 0.451], [3.098, -0.700, -0.665], [2.721, -0.875, 1.045], [4.501, 0.269, 1.231], [3.143, 1.469, 1.374], [3.266, 2.830, -0.125], [3.662, 1.527, -1.783], [5.300, 2.378, -0.404], [-1.204, -0.472, 0.577], [0.645, -0.562, -0.887], [0.384, -1.980, 1.241], [-0.621, -2.656, -0.972], [-0.245, -1.671, -0.013]], "mulliken_charge": [-1.003, -0.622, -0.556, -0.460, -0.572, -0.383, -0.508, -0.781, 0.223, 0.305, 0.395, 0.294, 0.328, 0.322, 0.300, 0.342, 0.299, 0.319, 0.302, 0.056, 0.307, 0.398, 0.238, 0.417, 0.214, 0.223, 0.142, 0.249, -0.387, -0.238, -0.676, -0.649, 1.161], "total_energy_ha": -974.74703, "e_above_lowest_kcal_mol": 150.9, "homo_lumo_gap_ev": 10.08, "fmax_ev_per_a": 5.99}

=====

(5)
{"formula": "C8H21AuINO4P2", "method": "the ωB97M-V functional and the def2-TZVPD basis", "species": ["C", "I", "H", "H", "H", "Au", "P", "C", "C", "H", "H", "H", "H", "H", "H", "C", "H", "H", "H", "P", "C", "C", "H", "H", "H", "C", "H", "H", "H", "H", "H", "H", "C", "O", "O", "N", "O", "O"], "positions_angstrom": [[0.358, -0.082, -3.226], [-2.439, -0.220, -2.497], [1.472, -0.024, -3.072], [-0.078, 0.769, -3.760], [0.024, -0.985, -3.751], [-0.181, -0.079, -1.163], [0.213, 2.146, -0.326], [-1.240, 3.237, -0.232], [1.122, 2.464, 1.253], [1.125, 3.554, 1.446], [1.206, 3.977, -1.506], [2.155, 2.109, 1.096], [2.296, 2.513, -1.395], [-1.885, 2.930, 0.611], [0.648, 1.969, 2.133], [1.278, 2.883, -1.601], [-0.826, 4.248, -0.081], [0.925, 2.551, -2.588], [-1.776, 3.182, -1.191], [0.276, -2.228, -0.020], [-1.214, -3.342, 0.044], [1.321, -3.100, -1.236], [2.083, -1.978, 1.511], [1.697, -3.657, 1.457], [0.621, -2.536, 2.413], [1.228, -2.662, 1.506], [2.319, -2.649, -1.151], [1.379, -4.182, -1.037], [-0.898, -4.388, 0.216], [-1.797, -3.284, -0.894], [0.911, -2.916, -2.233], [-1.853, -3.019, 0.883], [-2.351, 0.086, 1.661], [-2.936, 0.774, 0.902], [-0.792, 1.810, 4.080], [-1.523, 0.873, 4.448], [-1.186, -0.241, 4.877], [-1.680, -0.502, 2.419]], "lowdin_spin": [0.003, 0.170, -0.002, 0.000, 0.005, 0.253, 0.231, 0.039, 0.034, 0.010, 0.011, 0.000, 0.000, 0.000, 0.003, 0.043, 0.010, 0.002, 0.000, 0.114, 0.030, 0.026, 0.001, 0.003, 0.000, 0.007, 0.000, 0.006, 0.006, 0.000, 0.001, 0.000, 0.002, 0.000, 0.271, 0.390, 0.326, 0.006], "total_energy_ha": -1788.46091, "e_above_lowest_kcal_mol": 12.6, "homo_lumo_gap_ev": [6.45, 5.54], "multiplicity": 3, "charge": 2, "fmax_ev_per_a": 4.51, "s2": 2.022}

=====

(6)
{"formula": "C8H21F2O7S2Zn2", "method": "the ωB97M-V functional and the def2-TZVPD basis", "species": ["Zn", "Zn", "C", "C", "O", "H", "H", "H", "H", "H", "F", "F", "O", "S", "O", "O", "C", "C", "C", "H", "H", "H", "H", "H", "H", "H", "H", "O", "S", "O", "O", "C", "C", "C", "H", "H", "H", "H", "H", "H", "H", "H"], "positions_angstrom": [[-3.879, 2.217, -1.302], [-1.568, 0.115, -1.492], [-1.694, -2.877, -3.514], [-3.040, -2.086, -3.368], [-2.895, -1.241, -2.233], [-0.857, -2.231, -3.778], [-2.050, -3.559, -4.286], [-1.296, -3.364, -2.624], [-3.774, -2.891, -3.391], [-3.320, -1.562, -4.282], [-2.252, 1.807, -2.601], [-3.144, 0.640, -0.123], [-1.632, -3.321, 1.442], [-0.630, -2.440, 0.851], [-1.013, -1.365, -0.106], [0.205, -1.727, 2.096], [-0.441, -1.115, 3.163], [0.506, -1.475, 4.357], [0.815, -3.447, 0.148], [-1.475, -1.355, 3.407], [-0.577, -0.039, 3.057], [0.753, -2.536, 4.323], [-0.058, -1.153, 5.233], [1.337, -0.770, 4.383], [0.422, -3.892, -0.766], [1.118, -4.263, 0.805], [1.640, -2.753, -0.011], [-0.663, 1.717, -0.365], [0.520, 2.160, 0.381], [1.222, 1.312, 1.352], [1.635, 2.612, -0.685], [2.931, 2.819, -0.192], [3.818, 3.576, -1.220], [0.255, 3.801, 1.083], [3.279, 1.875, 0.228], [2.912, 3.322, 0.775], [4.635, 3.781, -0.528], [3.542, 4.568, -1.578], [4.100, 2.882, -2.011], [0.035, 4.385, 0.190], [1.226, 4.088, 1.488], [-0.649, 3.786, 1.692]], "mulliken_charge": [1.128, 0.940, -0.788, -0.376, -0.496, 0.235, 0.380, 0.020, 0.319, 0.317, -0.657, -0.582, -0.593, 0.864, -0.210, -0.210, -0.227, -1.133, -0.931, 0.434, 0.171, 0.298, 0.399, 0.268, 0.351, 0.380, 0.320, -0.137, 0.978, -0.573, -0.207, -0.357, -1.154, -1.005, 0.397, 0.302, 0.361, 0.322, 0.298, 0.373, 0.354, 0.426], "total_energy_ha": -5398.46807, "homo_lumo_gap_ev": 3.67, "charge": 1, "fmax_ev_per_a": 4.52}